The following is a DFT calculation (the ωB97M-V functional and the def2-TZVPD basis) of C6H12 in the gas phase at a distorted geometry.

```
! wB97M-V def2-TZVPD RIJCOSX def2/J DEFGRID3
* xyz 0 1
C -1.01 -1.80 -1.39
C -0.92 -0.61 -0.52
C 0.39 0.04 -0.16
C 1.46 -0.23 -0.98
C 0.31 1.26 0.69
C 0.09 1.27 2.27
H -0.48 -2.69 -1.14
H -1.96 -2.17 -1.48
H -0.55 -1.53 -2.33
H -1.44 -0.72 0.46
H -1.57 0.11 -1.02
H 1.26 -1.16 -1.60
H 2.38 0.26 -1.36
H 1.19 1.92 0.76
H -0.44 2.02 0.31
H -0.17 2.38 2.38
H -1.00 0.92 2.54
H 0.85 1.06 2.99
*
```

Electronic energy ... -6414.2600 eV
Structure (SMILES) ... C=C(CC)CC
Orbital gap ... 9.9798 eV
LUMO level ... 1.0 eV

natural (NBO) atomic charge list, values in e, 6 entries: number 1, C, carries -0.608; number 2, C, carries -0.429; number 3, C, carries 0.009; number 4, C, carries -0.402; number 5, C, carries -0.443; number 6, C, carries -0.611